Entry 1:
{"formula": "C6H8CrF8N2O12S4", "method": "ωB97M-V with the def2-TZVPD basis set", "symbols": ["Cr", "N", "S", "O", "O", "F", "S", "O", "O", "F", "C", "O", "O", "O", "C", "F", "F", "F", "S", "O", "O", "N", "S", "O", "O", "C", "F", "F", "F", "C", "C", "C", "O", "H", "H", "H", "H", "H", "H", "H", "H"], "coordinates": [[-0.249, -0.583, -0.948], [1.331, -0.471, -2.132], [1.742, -0.929, -3.563], [2.499, -2.203, -3.578], [2.105, 0.187, -4.450], [0.357, -1.401, -4.208], [2.828, 0.220, -1.856], [2.652, 1.673, -1.886], [4.169, -0.276, -2.280], [2.791, -0.111, -0.269], [-2.024, -1.773, -2.130], [-0.967, -2.289, -1.860], [-1.672, -0.653, -2.453], [-2.148, -1.724, -0.904], [2.118, -3.221, 1.083], [2.186, -3.542, -0.232], [2.456, -4.250, 1.846], [2.970, -2.245, 1.295], [0.279, -2.585, 1.520], [-0.624, -3.409, 0.759], [0.195, -2.733, 2.999], [0.319, -0.964, 0.868], [0.862, -0.092, 2.186], [1.922, -0.735, 3.019], [1.203, 1.279, 1.700], [-0.718, 0.235, 3.360], [-1.006, 1.515, 3.488], [-1.844, -0.277, 2.864], [-0.611, -0.371, 4.496], [-1.429, 3.391, 1.066], [-1.755, 2.143, 0.284], [-2.927, 2.418, -0.679], [-0.618, 1.443, -0.449], [-0.399, 3.438, 1.420], [-2.113, 3.338, 1.912], [-1.682, 4.373, 0.665], [-2.253, 1.381, 0.883], [-2.742, 3.395, -1.125], [-3.897, 2.423, -0.181], [-3.064, 1.815, -1.576], [-0.241, 2.168, -0.954]], "homo_lumo_gap_ev": [6.500, 7.608], "max_force_ev_per_a": 14.5, "e_above_lowest_kj_mol": 86.8, "multiplicity": 5, "e_tot_ev": -127388.7812, "homo_energy_ev": [-10.81, -11.53]}

=====

Entry 2:
{"formula": "C2H6N2S2", "method": "ωB97M-V with the def2-TZVPD basis set", "symbols": ["C", "C", "H", "H", "H", "H", "H", "H", "N", "N", "S", "S"], "coordinates": [[-1.902, -0.830, 0.075], [0.172, 0.792, -0.167], [-2.281, -1.858, -0.817], [-2.497, -0.835, 1.108], [-2.383, 0.318, -0.397], [1.918, 1.865, 0.215], [2.370, -0.773, -0.811], [2.041, -0.536, 0.983], [1.479, 0.877, -0.118], [2.196, -0.211, 0.060], [-0.282, -0.869, -0.095], [-0.830, 2.060, -0.038]], "homo_lumo_gap_ev": 9.065, "max_force_ev_per_a": 8.7, "e_above_lowest_kj_mol": 361.5, "multiplicity": 1, "e_tot_ev": -26818.0677, "homo_energy_ev": -8.46}

=====

Entry 3:
{"formula": "C16H14N3O9P2Sn", "method": "ωB97M-V with the def2-TZVPD basis set", "symbols": ["Sn", "C", "O", "C", "C", "C", "C", "C", "C", "N", "N", "C", "C", "C", "C", "O", "C", "N", "C", "C", "C", "C", "H", "H", "H", "H", "H", "H", "H", "H", "H", "H", "H", "H", "O", "P", "O", "O", "O", "P", "O", "O", "O", "H", "H"], "coordinates": [[-1.407, -4.165, -3.099], [-1.281, 6.296, 4.210], [-0.382, 5.113, 4.372], [0.123, 4.532, 3.230], [0.902, 3.415, 3.551], [1.355, 2.556, 2.530], [0.807, 2.688, 1.228], [0.040, 3.849, 0.899], [-0.219, 4.758, 1.891], [1.061, 1.702, 0.309], [0.345, 1.902, -0.798], [0.083, 0.904, -1.635], [-0.906, 1.268, -2.595], [-1.662, 0.302, -3.196], [-1.303, -1.112, -2.930], [-2.090, -2.057, -3.238], [0.087, -1.359, -2.456], [0.602, -2.549, -2.794], [1.856, -2.803, -2.384], [2.591, -1.898, -1.622], [2.014, -0.714, -1.208], [0.763, -0.353, -1.730], [-1.822, 6.236, 5.161], [-1.894, 6.116, 3.337], [-0.730, 7.262, 4.193], [1.213, 3.341, 4.578], [2.138, 1.850, 2.733], [-0.334, 3.956, -0.117], [-0.554, 5.756, 1.568], [-1.178, 2.319, -2.606], [-2.539, 0.536, -3.784], [2.247, -3.747, -2.755], [3.659, -2.165, -1.523], [2.556, -0.050, -0.478], [1.585, -4.534, -0.302], [0.727, -5.739, -0.951], [1.386, -7.016, -0.760], [0.211, -5.392, -2.384], [-0.677, -5.664, -0.053], [-1.684, -4.378, -0.064], [-2.782, -4.893, 0.994], [-1.064, -3.033, 0.269], [-2.510, -4.519, -1.408], [1.135, -3.739, -0.118], [-2.464, -4.777, 1.937]], "homo_lumo_gap_ev": [3.841, 3.846], "max_force_ev_per_a": 4.2, "e_above_lowest_kj_mol": 0.0, "multiplicity": 1, "e_tot_ev": -64122.9683, "homo_energy_ev": [-11.07, -11.12], "total_charge": 1}

=====

Entry 4:
{"formula": "C4H8N3", "method": "ωB97M-V with the def2-TZVPD basis set", "symbols": ["C", "C", "C", "C", "N", "N", "N", "H", "H", "H", "H", "H", "H", "H", "H"], "coordinates": [[-0.176, 1.012, 0.517], [-1.316, 0.956, -0.516], [0.922, 0.068, 0.040], [-2.301, 0.281, -0.127], [0.872, -1.240, 0.104], [2.021, 0.673, -0.436], [0.026, -2.187, 0.289], [0.200, 2.028, 0.656], [-0.442, 0.703, 1.487], [-3.347, 0.130, 0.141], [-1.006, 1.246, -1.590], [2.879, 0.060, -0.738], [2.084, 1.600, -0.172], [-0.971, -2.233, 0.052], [0.554, -3.096, 0.292]], "homo_lumo_gap_ev": [5.836, 9.927], "max_force_ev_per_a": 4.9, "e_above_lowest_kj_mol": 671.9, "multiplicity": 1, "e_tot_ev": -8735.8176, "homo_energy_ev": [-12.08, -13.70], "total_charge": 1}

=====

Entry 5:
{"formula": "C34H44CrN3O3PSi", "method": "ωB97M-V with the def2-TZVPD basis set", "symbols": ["Cr", "N", "C", "C", "N", "C", "C", "N", "H", "H", "H", "H", "H", "H", "H", "H", "H", "H", "H", "H", "H", "O", "C", "O", "C", "P", "C", "C", "C", "C", "C", "C", "C", "C", "C", "C", "C", "C", "H", "H", "H", "H", "H", "H", "H", "H", "H", "H", "H", "H", "C", "C", "C", "C", "Si", "O", "C", "C", "C", "C", "C", "C", "C", "C", "C", "C", "C", "C", "H", "H", "H", "H", "H", "H", "H", "H", "H", "H", "H", "H", "H", "H", "H", "H", "H", "H", "H"], "coordinates": [[0.223, 1.662, 0.128], [-1.032, 0.620, -2.972], [0.231, 0.861, -3.665], [1.421, 0.583, -2.778], [1.587, 1.450, -1.580], [2.096, 2.806, -1.903], [0.956, 3.797, -1.909], [0.281, 3.686, -0.598], [-1.143, -0.369, -2.771], [-1.816, 0.880, -3.560], [0.248, 1.891, -4.030], [0.372, 0.225, -4.547], [2.327, 0.677, -3.385], [1.377, -0.447, -2.419], [2.307, 0.975, -1.040], [2.628, 2.817, -2.856], [2.813, 3.092, -1.128], [0.230, 3.549, -2.681], [1.325, 4.805, -2.101], [-0.622, 4.154, -0.599], [0.822, 4.158, 0.126], [-1.933, 3.293, 3.050], [-1.594, 2.511, 2.214], [-0.368, 2.540, 1.643], [-2.463, 1.369, 1.715], [-2.054, 1.090, -0.043], [-2.542, -0.618, -0.389], [-3.310, -0.949, -1.503], [-3.639, -2.275, -1.749], [-3.203, -3.274, -0.888], [-2.432, -2.949, 0.219], [-2.097, -1.627, 0.467], [-3.211, 2.159, -0.941], [-2.747, 3.064, -1.890], [-3.625, 3.921, -2.542], [-4.979, 3.870, -2.250], [-5.456, 2.958, -1.316], [-4.578, 2.108, -0.664], [-3.515, 1.576, 1.896], [-2.184, 0.475, 2.275], [-3.666, -0.175, -2.172], [-4.244, -2.526, -2.611], [-3.467, -4.306, -1.079], [-2.078, -3.724, 0.887], [-1.470, -1.393, 1.319], [-1.698, 3.060, -2.152], [-3.254, 4.623, -3.278], [-5.667, 4.538, -2.752], [-6.514, 2.910, -1.096], [-4.963, 1.398, 0.060], [3.503, 1.059, 1.301], [3.494, -0.469, 1.144], [4.140, -0.849, -0.195], [4.348, -1.064, 2.276], [1.707, -1.104, 1.255], [0.674, 0.031, 0.623], [1.195, -1.367, 3.023], [0.446, -0.380, 3.671], [0.049, -0.524, 4.995], [0.402, -1.667, 5.696], [1.156, -2.656, 5.076], [1.549, -2.506, 3.754], [1.467, -2.646, 0.230], [0.426, -2.707, -0.701], [0.190, -3.856, -1.448], [0.996, -4.972, -1.274], [2.035, -4.936, -0.353], [2.264, -3.787, 0.390], [4.487, 1.464, 1.043], [3.272, 1.364, 2.324], [2.774, 1.571, 0.655], [5.179, -0.503, -0.221], [3.637, -0.410, -1.066], [4.142, -1.927, -0.359], [5.358, -0.645, 2.239], [4.447, -2.149, 2.182], [3.930, -0.851, 3.261], [0.206, 0.534, 3.139], [-0.524, 0.257, 5.480], [0.096, -1.787, 6.727], [1.440, -3.544, 5.626], [2.126, -3.298, 3.289], [-0.226, -1.849, -0.825], [-0.631, -3.886, -2.155], [0.813, -5.870, -1.850], [2.666, -5.805, -0.215], [3.086, -3.785, 1.099]], "homo_lumo_gap_ev": [8.271, 8.775], "max_force_ev_per_a": 0.8, "e_above_lowest_kj_mol": 166.4, "multiplicity": 2, "e_tot_ev": -92171.1098, "homo_energy_ev": [-11.35, -11.33], "total_charge": 1}

=====

Entry 6:
{"formula": "C33H33IrN4O2S4", "method": "ωB97M-V with the def2-TZVPD basis set", "symbols": ["Ir", "C", "N", "C", "C", "C", "C", "C", "C", "N", "C", "C", "C", "C", "C", "C", "N", "C", "C", "C", "C", "C", "N", "H", "H", "H", "H", "H", "H", "H", "H", "H", "H", "H", "H", "H", "H", "H", "H", "H", "H", "C", "S", "C", "O", "H", "H", "H", "H", "H", "H", "O", "C", "C", "C", "C", "C", "S", "C", "C", "C", "C", "S", "C", "C", "C", "C", "S", "H", "H", "H", "H", "H", "H", "H", "H", "H"], "coordinates": [[0.109, 0.181, -0.067], [3.300, -0.296, -0.439], [2.309, 0.569, -1.085], [2.094, 0.149, -2.472], [1.480, -1.226, -2.535], [1.757, -2.084, -3.591], [1.152, -3.328, -3.628], [0.292, -3.681, -2.598], [0.078, -2.772, -1.577], [0.653, -1.576, -1.547], [2.650, 1.988, -0.981], [2.010, 2.712, 0.182], [2.426, 4.005, 0.484], [1.854, 4.662, 1.558], [0.892, 4.005, 2.313], [0.522, 2.728, 1.934], [1.058, 2.106, 0.888], [3.007, -0.605, 1.006], [4.050, -0.897, 1.875], [3.759, -1.241, 3.183], [2.431, -1.274, 3.584], [1.454, -0.981, 2.652], [1.734, -0.667, 1.390], [4.306, 0.133, -0.517], [3.313, -1.258, -0.961], [3.034, 0.167, -3.040], [1.391, 0.844, -2.946], [2.448, -1.787, -4.362], [1.352, -4.008, -4.440], [-0.189, -4.645, -2.579], [-0.580, -3.002, -0.751], [2.339, 2.493, -1.901], [3.736, 2.122, -0.896], [3.185, 4.483, -0.118], [2.160, 5.664, 1.809], [0.450, 4.466, 3.180], [-0.228, 2.174, 2.480], [5.068, -0.867, 1.518], [4.553, -1.481, 3.870], [2.159, -1.527, 4.596], [0.406, -1.000, 2.909], [-3.498, -1.763, 2.678], [-2.236, -2.104, 1.404], [-1.360, -3.419, 2.341], [-1.316, -0.912, 1.483], [-4.011, -2.689, 2.915], [-4.212, -1.050, 2.279], [-3.027, -1.350, 3.565], [-1.956, -4.324, 2.268], [-1.233, -3.144, 3.384], [-0.388, -3.589, 1.886], [-1.296, 1.129, -1.212], [-1.883, 1.993, -2.093], [-1.252, 1.808, -3.461], [-1.085, 0.589, -4.057], [-0.530, 0.686, -5.347], [-0.283, 1.974, -5.710], [-0.722, 3.095, -4.484], [-1.714, 3.399, -1.559], [-0.570, 4.146, -1.499], [-0.765, 5.380, -0.849], [-2.040, 5.532, -0.391], [-3.026, 4.181, -0.750], [-3.359, 1.683, -2.219], [-4.135, 1.066, -1.278], [-5.482, 0.984, -1.671], [-5.705, 1.529, -2.904], [-4.281, 2.158, -3.611], [-1.370, -0.329, -3.576], [-0.340, -0.162, -5.978], [0.118, 2.340, -6.635], [0.365, 3.846, -1.935], [0.000, 6.125, -0.727], [-2.463, 6.371, 0.126], [-3.732, 0.704, -0.351], [-6.264, 0.558, -1.068], [-6.637, 1.598, -3.432]], "homo_lumo_gap_ev": [5.088, 5.338], "max_force_ev_per_a": 5.4, "e_above_lowest_kj_mol": 443.8, "multiplicity": 1, "e_tot_ev": -90975.4845, "homo_energy_ev": [-12.23, -12.23], "total_charge": 2}

=====

Entry 7:
{"formula": "CH5INPS", "method": "ωB97M-V with the def2-TZVPD basis set", "symbols": ["C", "N", "P", "S", "I", "H", "H", "H", "H", "H"], "coordinates": [[-0.631, 0.182, -1.308], [-0.360, 0.330, 1.808], [0.524, -0.394, 0.016], [0.880, -2.299, 0.045], [2.570, 1.014, -0.130], [-0.407, 1.181, -1.643], [-0.368, -0.560, -2.145], [-1.776, -0.005, -1.303], [-0.596, -0.495, 2.351], [0.165, 1.046, 2.309]], "homo_lumo_gap_ev": 8.421, "max_force_ev_per_a": 4.0, "e_above_lowest_kj_mol": 166.8, "multiplicity": 1, "e_tot_ev": -30832.8802, "smiles": "C[P@@](N)(=S)I", "homo_energy_ev": -9.14}

=====

Entry 8:
{"formula": "C2H5N3O", "method": "ωB97M-V with the def2-TZVPD basis set", "symbols": ["N", "C", "O", "N", "C", "N", "H", "H", "H", "H", "H"], "coordinates": [[-1.593, -0.436, 0.570], [-0.343, -0.129, 0.113], [0.239, -0.824, -1.009], [-0.017, 1.176, -0.491], [1.134, 0.242, -0.589], [1.051, -0.095, 0.837], [-1.925, -1.377, 0.566], [-2.240, 0.296, 0.787], [0.168, 1.814, 0.287], [2.028, 0.427, -1.175], [1.449, -1.031, 0.988]], "homo_lumo_gap_ev": 10.471, "max_force_ev_per_a": 0.9, "e_above_lowest_kj_mol": 387.6, "multiplicity": 1, "e_tot_ev": -8669.6258, "homo_energy_ev": -9.44}